Density functional theory data (the ωB97M-V functional and the def2-TZVPD basis) for a single C6H6S molecule.

Summary:
ΔE to the lowest compared entry with this formula, charge and spin (eV): 4.136
Max |F| (eV Å⁻¹): 3.36
SMILES: S[C@@H]1C2=CC=C[C@H]21
E_LUMO (eV): 0.002

Positions of all 13 atoms, in Å:
S  1.54  -2.02  1.50
C  0.76  -1.02  0.29
C  1.02  0.39  0.18
C  0.52  0.92  -1.02
C  -0.79  1.39  -0.78
C  -1.22  0.96  0.47
C  -0.17  0.28  1.11
H  2.73  -1.55  1.32
H  0.07  -1.52  -0.48
H  0.87  1.05  -2.05
H  -1.49  2.03  -1.36
H  -2.28  0.91  0.94
H  -0.03  0.16  2.10

These are the natural (NBO) partial charges, in e, on atoms 1 to 2: atom 1 (S): 0.053, atom 2 (C): -0.249